[1]
Here is a 2-piece molecular cluster, C20H25N2 overall at a distorted geometry from the OMol25 dataset. Energies are from ωB97M-V with the def2-TZVPD basis set.

Geometry as XYZ:
```
47
Properties=species:S:1:pos:R:3:forces:R:3:mulliken_charge:R:1
C -1.099 3.876 0.535 0.0 0.3 0.1 -0.460
C -1.921 2.861 0.095 -0.2 0.0 -0.1 -0.723
C -1.372 1.741 -0.486 0.0 -0.5 0.0 -0.221
C 0.001 1.602 -0.641 0.6 0.2 -0.4 -0.155
N 0.484 0.423 -1.253 -0.7 -1.0 0.0 -0.177
C 1.389 0.276 -2.144 0.0 0.6 1.0 0.659
C 1.667 -1.122 -2.633 -0.3 -0.3 -0.4 -0.478
C 2.007 -1.154 -4.135 0.2 0.1 -0.1 -0.866
C 3.142 -0.170 -4.449 0.0 0.0 0.1 -0.696
C 2.708 1.264 -4.107 0.1 -0.2 -0.1 -0.911
C 2.260 1.404 -2.634 -0.1 0.3 -0.9 -0.623
C 0.820 2.618 -0.161 0.2 -0.1 0.0 -0.162
C 0.270 3.749 0.411 0.0 0.1 0.1 -0.685
H -1.525 4.766 0.968 0.0 0.1 0.1 0.427
H -2.991 2.953 0.181 -0.2 0.0 0.0 0.415
H -2.005 0.943 -0.835 -0.2 -0.2 -0.2 0.496
H 2.479 -1.563 -2.046 0.2 0.2 -0.1 0.289
H 0.782 -1.739 -2.435 0.1 0.2 0.0 0.185
H 2.257 -2.172 -4.468 0.0 0.2 0.2 0.363
H 1.117 -0.865 -4.709 0.1 0.0 0.1 0.343
H 4.023 -0.436 -3.850 -0.1 0.0 0.0 0.305
H 3.467 -0.254 -5.496 -0.2 0.1 0.2 0.374
H 3.522 1.966 -4.335 -0.2 -0.1 0.2 0.344
H 1.882 1.548 -4.769 0.0 -0.1 0.1 0.355
H 1.715 2.346 -2.508 0.1 -0.1 0.0 0.465
H 3.142 1.479 -1.990 0.0 -0.2 0.0 0.313
H 1.888 2.516 -0.234 0.2 0.0 0.0 0.464
H 0.908 4.547 0.752 0.2 0.1 0.1 0.402
C -2.713 -2.217 0.861 -0.6 -0.1 -0.3 -0.795
N -1.456 -1.985 1.582 3.6 0.2 -2.3 0.418
C -1.527 -1.765 3.008 0.3 0.3 1.7 -0.284
C -1.589 -0.466 3.528 0.0 -0.4 -1.0 -0.103
C -1.669 -0.254 4.888 0.0 -0.2 0.3 -0.734
C -1.676 -1.331 5.761 0.0 0.0 -0.1 -0.354
C -1.619 -2.623 5.265 0.0 0.2 0.1 -0.716
C -1.545 -2.841 3.905 0.0 0.1 -1.0 -0.122
C -0.294 -1.936 0.892 -3.8 0.0 2.5 -0.167
H -3.556 -2.130 1.545 0.2 0.0 0.0 0.334
H -2.833 -1.484 0.067 0.1 0.1 0.0 0.297
H -2.720 -3.213 0.421 0.1 0.0 0.1 0.385
H -1.585 0.366 2.848 0.0 0.3 -0.2 0.562
H -1.721 0.750 5.275 0.0 0.1 0.0 0.401
H -1.725 -1.162 6.825 0.0 0.0 0.1 0.415
H -1.625 -3.458 5.947 0.0 -0.1 0.0 0.387
H -1.504 -3.844 3.520 0.0 -0.3 -0.1 0.453
H 0.626 -1.754 1.406 0.3 0.1 0.5 0.322
H -0.287 -2.060 -0.170 -0.2 0.0 -0.5 0.260
```
Positions in Å, forces in eV/Å.

Values from the calculation:
gap between HOMO and LUMO	6.6	eV
total charge	+1
ΔE to the lowest compared entry with this formula, charge and spin	1.616	eV

***

[2]
Here is one molecule with the formula C20H25N3O5S from the OMol25 dataset. Energies are from ωB97M-V with the def2-TZVPD basis set.

Geometry as XYZ:
```
54
Properties=species:S:1:pos:R:3:forces:R:3:mulliken_charge:R:1
C 1.151 3.262 1.899 -0.1 -0.1 0.2 -0.495
H 1.832 3.140 2.748 0.0 0.0 0.0 0.329
O 1.863 3.525 0.710 0.1 0.0 -0.3 -0.464
C 2.676 2.551 0.217 0.2 0.0 -0.2 0.723
C 2.871 1.304 0.803 -0.2 0.2 0.1 -0.171
C 3.704 0.383 0.194 0.1 0.0 -0.1 -0.613
C 4.364 0.680 -0.990 0.2 0.0 0.0 0.518
C 4.172 1.930 -1.566 0.0 -0.1 0.2 -0.415
C 3.345 2.858 -0.969 -0.2 0.1 0.2 -0.680
H 3.188 3.829 -1.410 0.0 0.1 0.0 0.413
H 4.670 2.176 -2.492 0.1 0.0 -0.1 0.337
C 5.134 -0.402 -1.704 -0.1 -0.1 0.1 -1.455
N 4.165 -1.256 -2.375 0.3 0.2 -0.4 -0.112
C 3.661 -2.349 -1.771 -0.4 -0.3 -0.6 0.683
O 4.197 -2.954 -0.868 0.1 -0.1 0.4 -0.650
C 2.285 -2.745 -2.333 0.2 0.1 0.0 -1.010
N 1.292 -1.803 -1.841 0.0 -0.3 0.2 0.187
C 1.123 -0.599 -2.410 -0.3 0.1 0.0 0.723
O 1.714 -0.244 -3.418 0.0 0.2 -0.2 -0.744
C 0.106 0.322 -1.742 0.4 0.4 -0.1 -0.073
N -1.004 -0.327 -1.078 -0.1 -0.1 0.9 -0.269
S -0.791 -0.750 0.533 -0.5 -0.1 -0.6 1.507
O -0.149 0.357 1.175 -0.2 0.1 0.0 -0.573
O -0.149 -2.041 0.617 -0.3 -0.1 0.2 -0.863
C -2.481 -0.884 1.060 0.5 -0.2 -0.2 -0.074
C -3.189 0.278 1.293 -0.2 0.1 0.1 -0.773
C -4.520 0.220 1.679 0.3 -0.1 -0.1 0.708
C -5.131 -1.034 1.824 0.1 -0.1 0.0 1.176
C -4.396 -2.189 1.584 0.0 0.1 0.0 -1.026
C -3.067 -2.125 1.200 0.2 -0.1 0.0 -0.690
H -2.480 -3.011 1.022 0.0 -0.2 0.0 0.514
H -4.870 -3.152 1.702 0.0 -0.1 0.0 0.347
C -6.565 -1.130 2.240 0.0 0.0 0.0 -1.448
H -6.711 -0.664 3.213 -0.1 0.0 0.1 0.333
H -6.882 -2.168 2.301 -0.1 0.0 0.0 0.386
H -7.205 -0.612 1.527 -0.1 0.0 0.0 0.328
C -5.286 1.479 1.936 0.0 0.0 0.0 -1.617
H -4.657 2.349 1.777 0.0 0.1 0.0 0.394
H -6.148 1.545 1.272 -0.1 0.1 0.0 0.338
H -5.657 1.498 2.960 -0.1 0.1 0.1 0.345
H -2.679 1.222 1.177 0.0 0.2 0.0 0.363
H -1.381 -1.102 -1.605 -0.2 -0.2 0.0 0.364
H -0.275 1.011 -2.503 0.1 -0.1 0.1 0.287
H 0.627 0.910 -0.979 0.1 0.1 -0.2 -0.408
H 0.904 -1.994 -0.921 0.0 0.0 -0.2 0.173
H 2.019 -3.744 -1.991 0.1 0.1 0.0 0.446
H 2.295 -2.702 -3.425 0.0 -0.1 0.1 0.369
H 3.566 -0.781 -3.044 -0.1 -0.2 0.1 0.352
H 5.687 -1.029 -1.002 0.0 0.1 -0.1 0.422
H 5.815 0.016 -2.448 0.0 0.0 0.1 0.404
H 3.834 -0.590 0.644 0.0 -0.1 0.1 0.448
H 2.360 1.030 1.711 -0.1 0.0 0.1 0.364
H 0.526 2.370 1.803 0.1 0.1 0.0 0.069
H 0.525 4.138 2.064 0.0 -0.1 0.0 0.273
```
Positions in Å, forces in eV/Å.

Values from the calculation:
gap between HOMO and LUMO	8.4	eV
total charge	0
ΔE to the lowest compared entry with this formula, charge and spin	0.376	eV

***

[3]
Here is C20H25N3O5S2 as an isolated structure at a distorted geometry from the OMol25 dataset. Energies are from ωB97M-V with the def2-TZVPD basis set.

Geometry as XYZ:
```
55
Properties=species:S:1:pos:R:3:forces:R:3:mulliken_charge:R:1
O 2.489 2.195 -2.813 -1.0 -0.4 0.8 -0.610
C 2.160 1.345 -2.000 -0.4 -2.8 -5.3 0.328
N 1.355 0.185 -2.315 0.3 2.3 -3.1 -0.111
C 0.816 -0.039 -3.655 -0.7 1.8 -2.6 0.064
C 1.069 0.838 -4.897 0.6 -4.0 3.2 -0.731
C 0.597 0.261 -6.115 -0.5 -2.3 7.4 -0.580
C -0.145 -0.856 -6.166 -7.6 -3.3 -0.3 -0.667
C -0.758 -1.500 -4.968 3.4 -0.5 -1.0 -0.143
C -0.164 -1.154 -3.783 2.1 1.8 2.9 0.221
N -0.304 -1.805 -2.467 -0.2 -1.9 -4.8 -0.101
C -0.759 -3.449 -2.643 3.1 6.0 0.6 -0.761
H -0.073 -3.799 -3.379 0.9 -0.6 0.2 0.488
C -0.621 -3.678 -1.249 0.2 -11.7 2.1 -0.498
H -0.938 -5.029 -1.227 0.7 3.1 -0.1 0.314
O -1.645 -3.180 -0.403 3.3 -2.1 -2.2 -0.336
C -1.117 -1.950 -0.296 -10.0 5.4 -0.1 -1.325
C -1.143 -1.083 -1.588 -6.5 -8.8 -0.1 -1.139
H -0.915 -0.149 -1.529 1.2 5.8 0.7 1.303
H -2.417 -1.292 -1.913 3.3 1.3 0.5 0.165
H -1.911 -1.572 0.433 1.1 1.0 -0.7 0.182
H -0.312 -1.743 0.137 7.5 0.1 3.9 1.081
H 0.472 -3.996 -0.882 -2.3 2.1 -0.2 0.268
H -1.699 -3.531 -3.002 -3.3 0.0 -0.9 0.463
H -1.211 -2.525 -4.988 -0.2 1.5 -0.4 0.343
H -1.115 -1.164 -7.042 4.0 1.2 1.6 0.158
H 0.695 0.783 -6.879 1.2 4.5 -7.1 0.662
H 1.883 1.591 -4.854 -1.2 -0.4 -0.1 0.372
H 1.164 -0.613 -1.723 0.3 0.2 0.4 0.529
C 2.758 1.218 -0.746 0.5 3.4 7.3 -0.679
C 1.542 1.199 0.266 -2.5 2.1 -1.7 0.287
C 0.222 1.890 0.178 3.9 1.7 -2.0 -0.868
C -0.712 1.678 1.082 2.0 -5.9 4.4 -0.941
C -0.199 0.551 1.983 0.9 2.8 -3.8 0.706
S 1.431 0.143 1.469 -1.5 -1.8 2.6 -0.239
S -1.026 -0.217 3.193 -4.1 -7.4 2.7 0.976
O -0.505 -1.701 3.471 -1.3 5.4 -2.1 -0.705
O -2.605 -0.104 2.893 6.4 0.2 1.1 -0.700
N -0.653 0.419 4.691 -10.0 4.6 -2.5 -0.006
C -1.597 1.763 4.823 2.1 -0.5 1.3 -0.678
H -2.450 1.591 4.111 1.0 0.8 0.7 0.421
C -0.536 3.018 4.607 -6.1 -1.3 -5.1 -0.046
O 0.674 2.755 5.151 -9.0 15.6 5.6 -0.246
C 1.297 1.804 4.834 7.5 -9.2 7.0 -0.842
C 0.542 0.637 5.209 3.0 -6.4 4.0 -0.724
H 0.857 -0.391 4.828 2.0 0.9 1.4 0.530
H 0.302 0.591 6.496 1.3 0.2 -3.6 0.229
H 2.241 1.944 5.601 -1.2 -1.4 -2.0 0.191
H 1.615 1.934 3.975 3.5 -0.2 -9.1 0.732
H -1.337 3.935 4.834 3.5 -1.7 0.1 0.297
H -0.479 2.950 3.323 0.3 0.8 3.3 0.100
H -1.975 1.851 5.902 0.5 -0.7 -1.4 0.281
H -1.662 2.045 1.266 -1.5 0.9 -0.1 0.745
H 0.046 2.770 -0.397 0.4 0.2 -1.3 0.521
H 3.336 2.210 -0.438 -1.1 -1.9 -1.1 0.309
H 3.420 0.429 -0.398 0.0 -0.5 -1.0 0.412
```
Positions in Å, forces in eV/Å.

Values from the calculation:
gap between HOMO and LUMO	7.4	eV
total charge	0
ΔE to the lowest compared entry with this formula, charge and spin	20.268	eV

***

[4]
Here is one molecule with the formula C20H25N3OS at a distorted geometry from the OMol25 dataset. Energies are from ωB97M-V with the def2-TZVPD basis set.

Geometry as XYZ:
```
50
Properties=species:S:1:pos:R:3:forces:R:3:mulliken_charge:R:1
C -7.210 -0.918 1.271 0.2 0.0 -0.3 -1.030
H -6.913 -1.820 1.800 0.0 -0.1 0.1 0.302
H -6.704 -0.070 1.727 0.0 0.1 0.1 0.341
H -8.284 -0.785 1.375 -0.1 0.0 0.0 0.353
C -6.847 -1.042 -0.206 -0.4 0.1 0.2 -0.433
H -7.170 -0.155 -0.765 0.1 -0.1 0.0 0.333
O -5.469 -1.286 -0.407 0.3 0.0 0.0 -0.463
C -4.571 -0.279 -0.274 0.2 0.1 0.0 0.893
C -3.227 -0.656 -0.392 -0.2 -0.1 0.0 -0.631
C -2.224 0.275 -0.291 -0.1 0.2 0.0 -0.282
C -2.521 1.626 -0.069 -0.7 -0.5 -0.1 0.735
C -3.861 1.996 0.039 0.5 0.0 0.0 -1.163
C -4.875 1.063 -0.058 -0.4 -0.3 -0.1 -0.328
H -5.897 1.398 0.031 -0.1 0.0 0.0 0.351
H -4.115 3.033 0.206 0.0 0.1 0.0 0.319
C -1.485 2.622 0.044 0.8 0.6 0.1 -0.575
N -0.247 2.312 -0.014 -0.8 -0.6 -0.2 -0.054
N 0.673 3.275 0.090 -0.2 0.8 0.2 -0.326
C 2.023 3.128 0.005 0.3 0.0 0.0 -0.014
N 2.632 1.940 -0.086 -0.2 0.0 0.1 -0.149
H 3.633 2.017 -0.205 -0.2 0.2 0.0 0.252
C 2.080 0.611 -0.108 -0.3 -0.4 0.1 0.529
H 1.032 0.699 0.176 0.4 -0.2 -0.1 0.316
C 2.782 -0.384 0.840 -0.1 0.2 0.1 -0.543
H 2.548 -0.216 1.889 0.0 0.0 0.0 0.559
C 2.316 -1.709 0.237 0.0 0.0 0.0 -1.071
H 2.771 -2.573 0.717 0.0 -0.1 0.0 0.477
H 1.233 -1.821 0.234 -0.1 0.0 0.0 0.397
C 2.893 -1.414 -1.149 0.0 0.0 -0.3 -0.161
H 2.746 -2.182 -1.907 0.0 -0.1 0.0 0.452
C 2.215 -0.082 -1.489 0.0 -0.1 0.0 -1.372
H 1.236 -0.236 -1.942 -0.1 0.0 -0.1 0.211
H 2.812 0.518 -2.176 0.0 0.0 0.0 0.509
C 4.369 -1.133 -0.835 0.0 -0.1 -0.3 -0.024
H 4.816 -0.501 -1.603 0.0 0.0 0.0 0.540
C 5.217 -2.402 -0.623 0.1 0.0 -0.1 -1.079
C 5.525 -2.406 0.843 0.1 -0.1 -0.1 -0.560
C 5.034 -1.352 1.469 0.0 0.2 0.0 -0.899
C 4.291 -0.432 0.547 -0.1 0.2 0.2 0.084
H 4.747 0.560 0.571 0.0 0.0 0.0 0.452
H 5.127 -1.132 2.519 0.1 0.0 0.2 0.456
H 6.097 -3.202 1.290 0.1 -0.1 0.2 0.438
H 6.139 -2.376 -1.209 0.0 -0.1 -0.1 0.338
H 4.675 -3.305 -0.914 0.0 -0.1 -0.1 0.359
S 2.927 4.522 0.028 0.3 0.6 0.0 -0.485
H 0.374 4.250 0.181 0.2 -0.3 0.0 0.274
H -1.803 3.662 0.182 0.1 0.0 0.0 0.296
H -1.192 -0.021 -0.385 0.1 -0.1 0.0 0.332
H -3.008 -1.698 -0.566 0.0 -0.1 0.0 0.427
H -7.341 -1.918 -0.636 0.0 0.2 0.0 0.316
```
Positions in Å, forces in eV/Å.

Values from the calculation:
gap between HOMO and LUMO	8.0	eV
total charge	0
ΔE to the lowest compared entry with this formula, charge and spin	2.724	eV